[1]
C30H50Cl6N2O20 | wB97M-V/def2-TZVPD

The geometry in XYZ format:
```
108
C30H50Cl6N2O20 wB97M-V/def2-TZVPD
O 0.31908 -8.88632 -18.04739
C 0.14581 -7.77082 -18.44079
O -0.01606 -6.64868 -17.70953
C -0.19292 -5.52835 -18.58356
C 0.23265 -6.10688 -19.95779
O 0.18482 -7.48682 -19.73966
H -1.24618 -5.25708 -18.63840
H 0.44183 -4.69392 -18.30640
H 1.23489 -5.74680 -20.19874
H -0.42779 -5.74432 -20.74096
O -2.44354 -14.81561 -19.91259
C -2.71278 -15.73956 -19.21473
O -3.95552 -16.22224 -19.02348
C -3.91744 -17.23416 -18.02945
C -2.47311 -17.71878 -18.14170
O -1.82258 -16.49997 -18.53741
H -4.26114 -16.87142 -17.06637
H -4.59495 -18.05725 -18.26964
H -2.33928 -18.50995 -18.87792
H -2.03954 -18.02289 -17.19282
O -0.49100 -11.51834 -12.19305
C -0.31220 -10.89172 -13.18266
O -1.13475 -9.91028 -13.63228
C -0.76568 -9.51848 -14.92582
C 0.67903 -10.03436 -15.07151
O 0.77612 -10.93215 -13.97179
H -1.38604 -10.09109 -15.62502
H -0.79453 -8.44693 -15.10595
H 1.45290 -9.26195 -15.05236
H 0.86846 -10.60799 -15.97716
O -4.86006 -11.46535 -19.95444
C -5.85089 -11.00945 -20.44824
O -5.91748 -9.74329 -20.90692
C -7.26665 -9.45256 -21.32893
C -7.96179 -10.83071 -21.26944
O -6.97201 -11.67840 -20.69584
H -7.66938 -8.79403 -20.56223
H -7.25970 -9.02215 -22.32442
H -8.19543 -11.20439 -22.26329
H -8.83716 -10.75606 -20.62963
O 0.69076 -12.40920 -16.59856
C -0.09032 -12.30712 -17.49582
O 0.15091 -12.36423 -18.79520
C -1.01975 -11.94853 -19.53288
C -2.12292 -12.14220 -18.49335
O -1.41960 -12.16013 -17.26887
H -0.85712 -10.91684 -19.82874
H -1.12001 -12.61659 -20.38195
H -2.76492 -13.02057 -18.60141
H -2.84652 -11.32944 -18.55378
O -2.55682 -14.42955 -25.88878
C -2.83666 -14.53072 -24.73640
O -2.93808 -15.65298 -24.03360
C -3.32050 -15.37863 -22.70472
C -3.48941 -13.86692 -22.63420
O -3.23500 -13.47176 -23.98541
H -4.24274 -15.90128 -22.45000
H -2.51837 -15.64909 -22.01676
H -2.72383 -13.41629 -22.00312
H -4.47061 -13.53238 -22.29702
C -5.58796 -13.37300 -17.53883
N -5.87695 -13.82822 -16.18981
C -5.33479 -13.27618 -15.09172
C -5.72761 -13.81138 -13.73611
O -4.48055 -12.39008 -15.15637
H -4.73906 -12.69516 -17.56490
H -6.46061 -12.77677 -17.82276
H -5.44178 -14.20806 -18.21759
H -6.26115 -14.74509 -16.03356
H -4.84985 -14.13554 -13.18822
H -6.40797 -14.65448 -13.88714
H -6.27645 -13.01148 -13.24282
C 1.04080 -15.38014 -20.20867
N 1.52358 -14.20690 -20.91246
C 0.81236 -13.56624 -21.84095
C 1.44670 -12.37450 -22.52380
O -0.27876 -13.99522 -22.24055
H 1.86423 -16.09902 -20.15469
H 0.18118 -15.84117 -20.67588
H 0.86875 -15.15068 -19.15419
H 2.50354 -14.00963 -20.81469
H 0.88987 -11.46111 -22.35222
H 1.37948 -12.54977 -23.60362
H 2.53707 -12.37477 -22.45322
Cl 0.11947 -14.66273 -13.63942
C -1.24434 -13.75925 -14.36188
C -1.71752 -14.40627 -15.63219
Cl -2.60127 -15.89748 -15.28662
H -0.89245 -12.74075 -14.54044
H -2.00145 -13.58018 -13.60002
H -0.93502 -14.58778 -16.36131
H -2.48268 -13.74481 -16.04294
Cl -1.40897 -7.37920 -22.94066
C -2.82776 -8.33395 -22.52372
C -2.56592 -9.56173 -21.65622
Cl -1.63874 -10.83054 -22.49668
H -3.36458 -8.62116 -23.42414
H -3.46778 -7.67551 -21.93561
H -3.52700 -10.03719 -21.46810
H -2.04364 -9.31538 -20.73656
Cl -4.25335 -7.75174 -15.04255
C -4.68659 -9.36207 -15.70790
C -4.85092 -9.31340 -17.19825
Cl -3.29448 -8.92209 -17.97162
H -5.67307 -9.63152 -15.32282
H -4.01214 -10.13838 -15.36253
H -5.66427 -8.69402 -17.56256
H -5.00401 -10.34573 -17.52376
```

## Properties
**Total charge**: 0
**SMILES**: O=C1OCCO1.O=C1OCCO1.O=C1OCCO1.O=C1OCCO1.O=C1OCCO1.O=C1OCCO1.CNC(C)=O.CNC(C)=O.ClCCCl.ClCCCl.ClCCCl
**Frontier orbital gap**: 9.26 eV
**Max |F|**: 2.01 eV/Å
**DFT total energy**: -5548.69769 Eh
**E_HOMO**: -9.4 eV

---

[2]
C30H50InOP4 | wB97M-V/def2-TZVPD

The geometry in XYZ format:
```
86
C30H50InOP4 wB97M-V/def2-TZVPD
In 0.70659 0.14882 -1.52019
P -1.51111 -1.43075 -0.47208
P 1.86984 -0.45826 0.89658
P 1.82589 -1.76216 -2.66529
H 0.07346 4.49894 -2.73969
C -0.23755 3.68448 -3.38026
C -1.75436 3.51618 -3.36007
H -2.27149 4.40763 -3.01500
C -3.15426 -0.62923 -0.28330
C -1.47354 -2.46054 1.05483
C -1.89481 -2.66575 -1.78020
C 3.52470 0.31370 0.91643
C 1.13233 0.23226 2.42030
C 2.26548 -2.14832 1.49120
C 1.12984 -2.04202 -4.31276
C 1.95874 -3.40941 -1.92170
C 3.51923 -1.13567 -2.89331
H 0.11316 3.96007 -4.38351
H -2.14650 3.30584 -4.36539
H -3.17588 0.37573 -0.74056
H -3.40685 -0.53419 0.78449
H -3.91156 -1.25299 -0.78286
H -1.69840 -1.84757 1.94161
H -0.48812 -2.92957 1.18011
H -2.23137 -3.25644 0.98332
H -1.94149 -2.16715 -2.75859
H -2.87669 -3.11284 -1.56435
H -1.13063 -3.45366 -1.82201
H 4.04983 -0.08118 1.79395
H 3.42005 1.40174 1.00317
H 4.08407 0.06357 0.00659
H 1.93430 0.35057 3.16255
H 0.37183 -0.46162 2.80483
H 0.66646 1.20820 2.22114
H 3.18818 -2.07153 2.08047
H 2.42178 -2.84289 0.65639
H 1.45846 -2.51437 2.13758
H 1.55530 -2.98990 -4.66598
H 1.45979 -1.25361 -5.00232
H 0.03240 -2.09447 -4.26955
H 1.87749 -4.13134 -2.74677
H 1.15980 -3.59314 -1.18882
H 2.94179 -3.51488 -1.44472
H 3.83890 -1.42760 -3.90100
H 4.18364 -1.58562 -2.14235
H 3.54925 -0.03824 -2.79908
C -2.08300 2.30955 -2.42956
C -0.69159 2.26257 -1.54629
C 0.35786 2.43560 -2.79960
C 0.29453 1.36011 -3.81969
C -0.91585 0.69956 -4.01493
C -1.98651 0.96654 -3.21359
O -3.10412 2.44077 -1.63782
H -1.15554 1.72484 -0.69454
H -0.50091 3.19800 -1.01185
H 1.41149 2.70714 -2.57021
H 1.11268 1.24149 -4.54581
H -0.98119 -0.04198 -4.81977
H -2.82359 0.28779 -3.15837
C -3.27393 2.47770 1.93577
P -1.93307 1.75998 2.96872
C -2.60415 0.22176 3.70670
C -3.86044 -0.33937 3.41499
C -4.22627 -1.56449 3.98726
C -3.35733 -2.23228 4.85979
C -2.11574 -1.65858 5.18033
C -1.74590 -0.44059 4.61130
C -2.00620 2.84173 4.44057
C -0.87640 3.63634 4.72388
C -0.88031 4.48220 5.83646
C -2.02096 4.56651 6.65115
C -3.15587 3.80269 6.34766
C -3.15330 2.94104 5.24500
H -4.14649 1.81650 1.87567
H -2.89407 2.66202 0.91753
H -3.56565 3.43704 2.38817
H -4.57293 0.18881 2.77839
H -5.20990 -1.99215 3.75787
H -3.65624 -3.19034 5.30192
H -1.43211 -2.15032 5.88130
H -0.79418 0.02366 4.88407
H 0.00052 3.57166 4.06956
H 0.00544 5.08031 6.07506
H -2.01917 5.23214 7.52133
H -4.04519 3.87434 6.98119
H -4.04336 2.34899 5.01624
```

## Properties
**Total charge**: +3
**Energy above the lowest of the compared OMol25 structures with the same formula, charge and spin**: 4.448 eV
**Frontier orbital gap (spin up / spin down)**: 2.72 / 2.71 eV
**Max |F|**: 3.15 eV/Å
**DFT total energy**: -2802.73163 Eh
**E_HOMO (spin up / spin down)**: -14.5 / -14.5 eV

---

[3]
C30H50InP4S | wB97M-V/def2-TZVPD

The geometry in XYZ format:
```
86
C30H50InP4S wB97M-V/def2-TZVPD
In 0.84475 -0.05606 -0.43888
P 1.19730 -2.92486 0.57057
P 2.32357 0.62405 1.68231
P -0.31424 -1.38027 -2.63809
H 4.78291 6.90900 -3.94789
C 3.83469 6.84064 -4.50126
C 2.71336 7.40981 -4.03228
H 2.71068 7.95715 -3.07494
C 2.80607 -3.58735 -0.04920
C 1.34396 -3.36073 2.34863
C 0.05980 -4.25659 0.02243
C 2.41478 2.44628 1.64384
C 2.01534 0.21949 3.43563
C 4.06799 0.12966 1.45456
C -0.72688 -0.13209 -3.91380
C -1.83215 -2.39905 -2.62118
C 0.86956 -2.45193 -3.54621
H 3.85941 6.34138 -5.48203
H 1.77663 7.40256 -4.61145
H 2.94459 -4.62456 0.29358
H 3.63304 -2.96915 0.32775
H 2.81299 -3.56180 -1.14731
H 1.59218 -4.42705 2.45517
H 0.39128 -3.16735 2.85701
H 2.13048 -2.75882 2.82058
H 0.32206 -5.20542 0.51621
H 0.12875 -4.39489 -1.06479
H -0.97245 -3.99530 0.28907
H 3.00575 2.78063 2.50756
H 1.40508 2.87319 1.69792
H 2.88256 2.78059 0.70803
H 2.97116 0.09426 3.96302
H 1.43885 -0.70821 3.53031
H 1.45262 1.03327 3.91073
H 4.68803 0.74245 2.12224
H 4.38189 0.29353 0.41666
H 4.20291 -0.93094 1.70325
H -0.97446 -0.63625 -4.85943
H 0.11876 0.54898 -4.07108
H -1.58605 0.45799 -3.57367
H -1.98330 -2.88346 -3.59565
H -2.69655 -1.75700 -2.40871
H -1.77199 -3.17041 -1.84448
H 0.51840 -2.56282 -4.58132
H 0.94700 -3.44073 -3.07855
H 1.86315 -1.98652 -3.54861
C 1.41604 2.77101 -1.91281
C 2.37534 2.00762 -2.61125
C 3.57239 2.57774 -3.01872
C 3.79684 3.94174 -2.82458
C 2.83062 4.72192 -2.17222
C 1.65365 4.15263 -1.71697
S -0.06459 2.16000 -1.28769
H 2.36439 -0.49307 -1.29874
H 2.18062 0.95379 -2.81024
H 4.32823 1.96375 -3.51206
H 4.68891 4.42068 -3.21535
H 2.97120 5.80117 -2.08143
H 0.86874 4.73942 -1.23447
C -1.37196 0.63426 2.50192
P -2.57506 0.02900 1.24930
C -2.67738 -1.78727 1.56023
C -2.16352 -2.42344 2.70165
C -2.39251 -3.78873 2.91041
C -3.14488 -4.52619 1.99254
C -3.63808 -3.90713 0.84125
C -3.41309 -2.54565 0.62997
C -4.17169 0.54136 2.01286
C -4.45087 0.27402 3.36182
C -5.67408 0.65625 3.91549
C -6.64836 1.25934 3.11455
C -6.39376 1.48804 1.75359
C -5.16165 1.13271 1.20170
H -0.52220 -0.05486 2.60088
H -1.85598 0.78039 3.47656
H -0.98726 1.60547 2.15337
H -1.60854 -1.84973 3.45157
H -1.99917 -4.26406 3.81250
H -3.35684 -5.58082 2.18767
H -4.22114 -4.48402 0.11921
H -3.83812 -2.06079 -0.25443
H -3.71581 -0.23783 3.99070
H -5.86609 0.46747 4.97070
H -7.61214 1.53853 3.53923
H -7.15866 1.93493 1.11784
H -4.95780 1.29506 0.13715
```

## Properties
**Total charge**: +3
**Energy above the lowest of the compared OMol25 structures with the same formula, charge and spin**: 0.000 eV
**Frontier orbital gap (spin up / spin down)**: 3.51 / 4.51 eV
**Max |F|**: 2.85 eV/Å
**DFT total energy**: -3125.81741 Eh
**E_HOMO (spin up / spin down)**: -15.6 / -15.5 eV

---

[4]
C30H50P4SeZr | wB97M-V/def2-TZVPD

The geometry in XYZ format:
```
86
C30H50P4SeZr wB97M-V/def2-TZVPD
Zr 0.73413 0.09873 -0.42933
P 0.36347 2.68748 0.67334
P -0.55053 0.55394 -2.60432
P 2.94892 1.26270 -1.58042
H 1.47585 -1.70695 1.90302
C 2.29489 -1.01338 1.65762
C 2.21176 0.30736 2.01118
H 1.46723 0.63051 2.74502
C -0.84266 3.09460 2.00131
C -0.20721 3.88532 -0.60338
C 1.80034 3.61882 1.34656
C -0.40090 -0.87473 -3.74207
C -2.35734 0.78776 -2.61365
C -0.04578 1.91317 -3.72279
C 4.43836 1.15267 -0.51781
C 3.05353 2.99044 -2.16803
C 3.59512 0.41132 -3.07727
H 3.24635 -1.42286 1.31324
H 3.03030 0.98834 1.75792
H -1.12006 2.19695 2.56703
H -1.75543 3.53230 1.57663
H -0.41586 3.82056 2.70985
H -1.11953 3.50650 -1.08083
H 0.55935 4.03515 -1.37351
H -0.43700 4.85610 -0.14239
H 2.23120 3.05973 2.18220
H 1.45736 4.59330 1.71859
H 2.57970 3.78144 0.59454
H -1.17345 -0.77099 -4.51619
H -0.55205 -1.81179 -3.19254
H 0.59311 -0.89570 -4.20936
H -2.68899 0.76021 -3.66126
H -2.62720 1.75376 -2.16890
H -2.86275 -0.00425 -2.04691
H -0.74319 1.92308 -4.57197
H 0.97449 1.76084 -4.09759
H -0.10269 2.88102 -3.20894
H 5.32528 1.32240 -1.14257
H 4.50812 0.16101 -0.05693
H 4.40929 1.91015 0.27441
H 4.04197 3.14951 -2.61778
H 2.92173 3.70662 -1.35209
H 2.29308 3.18025 -2.93259
H 4.57992 0.82630 -3.32969
H 2.91933 0.55748 -3.92751
H 3.69402 -0.66833 -2.89241
C 2.43009 -3.69312 -0.97273
C 2.88072 -4.17178 0.27652
C 3.55772 -5.39644 0.31768
C 3.70585 -6.15958 -0.84431
C 3.11356 -5.74252 -2.04896
C 2.44179 -4.52991 -2.10497
Se 2.05880 -1.89948 -1.26138
H -1.05825 0.13203 0.31568
H 2.71146 -3.56544 1.14834
H 3.92651 -5.73595 1.28394
H 4.23644 -7.11099 -0.79534
H 3.14721 -6.38603 -2.92848
H 1.93369 -4.16413 -3.00013
C -1.89582 -2.77626 1.29844
P -1.86685 -0.96902 1.30500
C -3.40683 -0.40755 0.58077
C -3.64685 0.98082 0.62773
C -4.84248 1.50044 0.11714
C -5.79322 0.62592 -0.43364
C -5.50945 -0.74148 -0.54312
C -4.29292 -1.25953 -0.08263
C -2.14275 -0.55111 3.07549
C -3.39750 -0.87401 3.62392
C -3.64921 -0.66018 4.96825
C -2.66920 -0.10502 5.79523
C -1.41929 0.24347 5.25142
C -1.14561 0.00890 3.90177
H -2.00097 -3.18380 0.27882
H -2.76009 -3.09046 1.90978
H -0.97306 -3.16684 1.76436
H -2.90131 1.65707 1.02895
H -5.02764 2.58065 0.15197
H -6.74649 1.02971 -0.80896
H -6.23908 -1.42438 -0.99620
H -4.03548 -2.30494 -0.21976
H -4.18860 -1.27509 2.98370
H -4.61567 -0.92719 5.38004
H -2.85716 0.06703 6.84486
H -0.64791 0.69355 5.87580
H -0.15971 0.26382 3.48362
```

## Properties
**Total charge**: +4
**Frontier orbital gap (spin up / spin down)**: 4.37 / 4.34 eV
**Max |F|**: 4.52 eV/Å
**DFT total energy**: -4985.47839 Eh
**E_HOMO (spin up / spin down)**: -18.6 / -18.6 eV